Molecular formula: H4N
Method: DFT, ωB97M-V/def2-TZVPD

For the highest occupied orbital energy (alpha / beta), the calculation gives -35.1 / -35.0 eV. Its spin multiplicity is 2. Its HOMO-LUMO gap (alpha / beta) is 21.328 / 10.392 eV. The net charge is +2. For the electronic energy, the calculation gives -55.97463 hartree. As for the relative energy (zero: lowest compared OMol25 entry of this formula, charge and spin): 0.0 kJ/mol. As for the molecular weight: 18.04 g/mol.

Last column: natural (NBO) charge in e.
Positions of all 5 atoms, in Å:
N (0.017, -0.040, 0.100)  -0.504
H (-0.491, 0.649, -0.747)  0.728
H (-0.590, -0.882, 0.353)  0.548
H (0.848, -0.342, -0.636)  0.662
H (0.217, 0.615, 0.931)  0.566